Entry from the Open Molecules 2025 dataset: a gas-phase ion, C5H10FN2 (charge +1) in a non-equilibrium geometry (ωB97M-V/def2-TZVPD).

Last column: natural (NBO) charge in e.
Element x y z (Å)
C (0.704, -1.883, 1.253)  0.245
C (-0.653, -1.248, 1.106)  -0.495
C (-0.620, 0.197, 0.510)  -0.428
C (-0.063, 0.060, -0.830)  -0.209
C (1.885, -0.814, -0.367)  0.511
N (1.755, -1.730, 0.592)  -0.459
N (0.405, 1.333, -1.394)  -0.711
F (2.046, -1.308, -1.555)  -0.298
H (0.868, -2.628, 2.163)  0.220
H (-1.239, -1.904, 0.493)  0.257
H (-1.254, -1.261, 2.064)  0.264
H (-1.564, 0.586, 0.543)  0.219
H (0.101, 0.828, 1.135)  0.192
H (-0.636, -0.424, -1.548)  0.209
H (2.325, 0.087, -0.151)  0.148
H (0.996, 1.744, -0.578)  0.434
H (-0.352, 2.057, -1.701)  0.446
H (1.157, 1.165, -2.127)  0.453

Values from the calculation:
ΔE to the lowest compared entry with this formula, charge and spin: 88.7 kcal/mol
Largest force on an atom: 5.7 eV/Å
Spin multiplicity: 1
Charge: +1
DFT total energy: -405.519614 Eh